No. 1
ORCA calculation (ωB97M-V with the def2-TZVPD basis set) on C20H45HoN2P3S2 as an isolated structure in a non-equilibrium geometry.

Summary:
* expectation value of S²: 6.005
* maximum force: 0.0571 Eh/bohr
* DFT total energy: -3666.160498 Eh
* HOMO (spin up / spin down): -14.8 / -14.8 eV

ORCA input file:
```
! wB97M-V def2-TZVPD RIJCOSX def2/J DEFGRID3
* xyz 3 5
Ho -0.111 -0.201 0.543
P 2.106 1.123 1.630
P -2.023 1.866 0.803
P 0.641 1.067 -1.790
H -1.092 -2.775 -0.054
C -0.204 -2.425 -0.605
C 1.034 -2.324 0.013
H 1.171 -2.597 1.071
C 2.635 0.750 3.353
C 2.045 2.961 1.764
C 3.720 0.867 0.787
C -3.569 1.254 0.028
C -2.648 2.331 2.464
C -1.849 3.526 0.051
C 1.849 -0.005 -2.651
C 1.357 2.738 -1.979
C -0.871 1.125 -2.805
H -0.326 -2.379 -1.695
H 1.969 -2.187 -0.540
H 2.635 -0.336 3.505
H 1.951 1.205 4.080
H 3.652 1.124 3.540
H 1.240 3.244 2.455
H 1.850 3.427 0.789
H 3.001 3.341 2.160
H 3.947 -0.207 0.766
H 4.506 1.384 1.358
H 3.710 1.242 -0.245
H -4.363 2.008 0.117
H -3.878 0.335 0.540
H -3.398 1.015 -1.028
H -3.574 2.919 2.375
H -1.892 2.937 2.982
H -2.847 1.424 3.050
H -2.732 4.139 0.280
H -1.722 3.464 -1.035
H -0.960 4.017 0.465
H 2.011 0.312 -3.691
H 1.504 -1.046 -2.657
H 2.804 0.017 -2.111
H 1.473 2.988 -3.046
H 2.336 2.785 -1.484
H 0.700 3.478 -1.503
H -0.647 1.422 -3.837
H -1.627 1.796 -2.387
H -1.326 0.128 -2.811
C -0.531 -2.825 -5.766
C -1.653 -2.848 -6.619
C -1.936 -3.986 -7.385
C -1.079 -5.097 -7.337
C 0.108 -5.027 -6.595
C 0.395 -3.887 -5.836
S -0.298 -1.449 -4.722
H -1.381 -1.569 -3.849
H -2.285 -1.963 -6.675
H -2.820 -4.008 -8.033
H -1.323 -6.001 -7.901
H 0.816 -5.862 -6.627
H 1.337 -3.791 -5.297
C -1.067 0.888 6.316
N -0.646 0.634 4.929
C -0.494 -0.639 4.471
S -1.027 -1.097 2.879
N -0.032 -1.576 5.331
C 0.881 -1.253 6.444
H -1.464 -0.033 6.762
H -1.858 1.639 6.287
H -0.242 1.284 6.924
H -1.092 1.255 4.237
H 0.159 -2.474 4.878
H 1.561 -2.108 6.530
H 1.454 -0.335 6.244
H 0.330 -1.152 7.392
*
```

---

No. 2
ORCA calculation (ωB97M-V with the def2-TZVPD basis set) on C6H8N2 as an isolated structure in a non-equilibrium geometry.

Summary:
* maximum force: 0.1577 Eh/bohr
* DFT total energy: -342.611687 Eh
* HOMO: -9.9 eV
* relative energy (zero: lowest compared OMol25 entry of this formula, charge and spin): 202.2 kcal per mole

ORCA input file:
```
! wB97M-V def2-TZVPD RIJCOSX def2/J DEFGRID3
* xyz 0 1
C -2.218 -0.069 0.059
C -0.941 0.151 0.816
C -0.106 1.467 0.073
C 0.934 0.539 -0.396
C 2.128 -0.392 -0.528
C -0.293 -0.998 0.420
H -0.955 0.335 1.959
H -0.525 2.098 -0.687
H 0.022 2.275 0.761
H 0.164 -0.035 -1.158
H 3.374 -0.132 -0.118
H 1.779 -1.212 -1.455
H -0.417 -1.411 -0.773
H -0.921 -1.946 0.936
N -3.090 -0.269 -0.652
N 1.064 -0.402 0.744
*
```

---

No. 3
ORCA calculation (ωB97M-V with the def2-TZVPD basis set) on C55H41HgN8O6P2Se as an isolated structure in a non-equilibrium geometry.

Summary:
* expectation value of S²: 0.756
* maximum force: 0.0508 Eh/bohr
* DFT total energy: -6247.634747 Eh
* HOMO (spin up / spin down): 0.2 / -2.9 eV
* relative energy (zero: lowest compared OMol25 entry of this formula, charge and spin): 0.0 kcal per mole

ORCA input file:
```
! wB97M-V def2-TZVPD RIJCOSX def2/J DEFGRID3
* xyz -2 2
Hg -0.009 -0.299 0.153
C 3.763 -0.195 2.110
C 3.454 -1.367 1.258
N 2.510 -1.487 0.318
C 2.481 -2.787 -0.129
C 3.592 -3.430 0.448
N 4.176 -2.526 1.327
C 4.121 -4.817 0.401
O 3.453 -5.707 -0.358
O 5.105 -5.104 1.083
C 1.311 -3.146 -1.040
O 1.310 -4.384 -1.343
O 0.466 -2.244 -1.335
H 2.959 0.548 1.979
H 4.760 0.234 1.818
H 3.794 -0.487 3.176
H 4.955 -2.751 1.910
H 2.684 -5.244 -0.820
O -1.051 0.354 3.213
C -0.030 1.100 3.813
C 0.314 0.935 5.158
C 1.195 1.871 5.715
C 1.671 2.964 5.007
C 1.341 3.079 3.643
C 0.553 2.110 3.002
P 0.036 2.194 1.248
C 1.080 3.498 0.561
C 0.602 4.751 0.148
C 1.498 5.747 -0.275
C 2.870 5.505 -0.332
C 3.362 4.279 0.133
C 2.467 3.264 0.535
C -1.594 2.992 1.259
C -2.203 3.394 2.460
C -3.482 3.946 2.448
C -4.184 4.058 1.250
C -3.592 3.674 0.055
C -2.308 3.113 0.048
C -1.885 -0.534 3.901
C -2.564 -0.112 5.041
C -3.278 -1.083 5.763
C -3.407 -2.378 5.258
C -2.751 -2.773 4.104
C -2.048 -1.844 3.334
P -1.230 -2.409 1.818
C -2.485 -3.276 0.891
C -3.850 -2.965 1.048
C -4.811 -3.516 0.214
C -4.413 -4.417 -0.792
C -3.086 -4.821 -0.867
C -2.095 -4.156 -0.131
C -0.257 -3.773 2.484
C -0.030 -5.059 1.915
C 1.083 -5.797 2.289
C 1.971 -5.315 3.254
C 1.645 -4.181 3.998
C 0.573 -3.402 3.563
H -0.225 0.205 5.772
H 1.509 1.732 6.753
H 2.323 3.681 5.459
H 1.650 4.003 3.116
H -0.496 4.974 0.224
H 1.058 6.706 -0.618
H 3.599 6.245 -0.729
H 4.433 4.086 0.147
H 2.830 2.244 0.821
H -1.723 3.232 3.424
H -3.916 4.258 3.415
H -5.208 4.426 1.248
H -4.097 3.807 -0.916
H -1.897 2.695 -0.915
H -2.495 0.945 5.358
H -3.783 -0.841 6.709
H -4.002 -3.136 5.784
H -2.741 -3.827 3.762
H -4.157 -2.292 1.844
H -5.880 -3.276 0.297
H -5.157 -4.770 -1.546
H -2.801 -5.576 -1.605
H -1.059 -4.262 -0.460
H -0.697 -5.480 1.167
H 1.274 -6.750 1.819
H 2.896 -5.854 3.443
H 2.209 -3.895 4.910
H 0.393 -2.470 4.085
N 1.673 0.759 -2.045
C 2.543 1.405 -2.458
C 3.576 2.125 -3.043
C 3.236 2.906 -4.165
N 2.748 3.456 -5.063
C 4.831 2.146 -2.402
N 5.830 2.059 -1.802
O -4.573 0.483 -0.205
C -3.414 0.137 -0.153
N -2.264 -0.210 -0.118
C 0.029 3.884 -6.218
N -0.384 2.500 -6.363
C -0.809 1.766 -5.265
Se -1.200 2.331 -3.587
N -0.896 0.479 -5.679
C -0.629 0.374 -7.037
C -0.727 -0.713 -7.909
C -0.600 -0.423 -9.264
C -0.289 0.867 -9.707
C -0.160 1.951 -8.829
C -0.321 1.681 -7.497
H -0.570 4.287 -5.401
H -0.139 4.422 -7.145
H 1.105 3.924 -5.953
H -1.237 -0.274 -5.098
H -0.844 -1.732 -7.507
H -0.741 -1.207 -9.997
H -0.193 1.004 -10.779
H 0.061 2.981 -9.211
*
```

---

No. 4
ORCA calculation (ωB97M-V with the def2-TZVPD basis set) on a 2-piece molecular cluster, C5H6N overall in a non-equilibrium geometry.

Summary:
* maximum force: 0.1069 Eh/bohr
* DFT total energy: -248.342223 Eh
* HOMO: -14.5 eV
* relative energy (zero: lowest compared OMol25 entry of this formula, charge and spin): 171.6 kcal per mole

ORCA input file:
```
! wB97M-V def2-TZVPD RIJCOSX def2/J DEFGRID3
* xyz 1 1
C -1.381 2.624 -0.203
C -0.821 1.720 -0.766
C 1.043 0.082 -1.265
C -0.353 0.460 -1.075
C 0.493 -0.799 1.128
N 0.509 -0.274 -0.172
H -1.665 3.411 0.434
H 2.046 0.002 -1.631
H -1.523 -0.316 -2.130
H -0.351 -1.512 1.155
H 0.233 -0.003 1.791
H 1.370 -1.275 1.418
*
```

---

No. 5
ORCA calculation (ωB97M-V with the def2-TZVPD basis set) on C53H59AsN8O2P2Re as an isolated structure.

Summary:
* expectation value of S²: 3.777
* maximum force: 0.0126 Eh/bohr
* DFT total energy: -5639.081051 Eh
* HOMO (spin up / spin down): -17.0 / -16.9 eV

ORCA input file:
```
! wB97M-V def2-TZVPD RIJCOSX def2/J DEFGRID3
* xyz 4 4
Re 0.054 -0.039 0.649
C -1.820 -2.366 1.640
N -2.056 -1.110 0.867
C -2.852 -1.431 -0.343
C -2.011 -1.725 -1.544
N -0.686 -1.720 -1.611
C -0.264 -1.983 -2.915
C 1.001 -2.097 -3.478
C 1.032 -2.348 -4.833
C -0.147 -2.483 -5.594
C -1.398 -2.379 -5.025
C -1.429 -2.129 -3.657
N -2.490 -1.956 -2.768
C -0.657 -2.203 2.549
N 0.277 -1.281 2.329
C 1.221 -1.418 3.375
C 2.390 -0.718 3.666
C 3.101 -1.125 4.780
C 2.671 -2.192 5.585
C 1.509 -2.884 5.308
C 0.802 -2.466 4.188
N -0.392 -2.929 3.627
H -1.571 -3.160 0.926
H -2.716 -2.652 2.194
H -2.623 -0.481 1.435
H -3.520 -0.600 -0.576
H -3.489 -2.297 -0.139
H 1.894 -2.013 -2.878
H 1.986 -2.453 -5.332
H -0.066 -2.685 -6.653
H -2.301 -2.498 -5.610
H -3.469 -2.056 -2.998
H 2.746 0.099 3.053
H 4.013 -0.607 5.042
H 3.264 -2.477 6.443
H 1.168 -3.695 5.937
H -0.969 -3.674 3.996
N 2.040 0.727 -1.498
P 2.445 0.055 0.006
C 3.533 1.152 0.887
C 3.019 2.320 1.466
C 3.875 3.239 2.040
C 5.247 2.998 2.042
C 5.760 1.834 1.488
C 4.908 0.900 0.913
C 3.282 -1.489 -0.283
C 3.331 -2.477 0.701
C 4.157 -3.576 0.527
C 4.925 -3.696 -0.624
C 4.863 -2.725 -1.615
C 4.046 -1.617 -1.447
P 0.552 1.527 -1.272
C 0.952 3.271 -1.066
C 2.028 3.790 -1.793
C 2.345 5.134 -1.698
C 1.591 5.974 -0.887
C 0.511 5.470 -0.176
C 0.193 4.123 -0.265
C -0.464 1.385 -2.735
C 0.073 1.563 -4.010
C -0.767 1.570 -5.110
C -2.141 1.425 -4.944
C -2.682 1.262 -3.676
C -1.840 1.234 -2.573
H 2.771 1.202 -2.021
H 1.951 2.514 1.467
H 3.483 4.144 2.485
H 5.919 3.722 2.486
H 6.825 1.648 1.505
H 5.315 -0.012 0.498
H 2.744 -2.389 1.605
H 4.223 -4.330 1.301
H 5.580 -4.548 -0.749
H 5.463 -2.821 -2.510
H 4.029 -0.851 -2.213
H 2.628 3.173 -2.453
H 3.178 5.530 -2.264
H 1.838 7.025 -0.823
H -0.094 6.123 0.438
H -0.666 3.765 0.283
H 1.138 1.701 -4.155
H -0.355 1.712 -6.101
H -2.792 1.456 -5.808
H -3.754 1.179 -3.551
H -2.264 1.129 -1.577
C -5.391 1.512 0.627
C -5.211 2.416 1.841
N -4.678 3.726 1.494
C -5.606 4.740 0.940
C -5.374 5.040 -0.532
C -3.404 4.089 1.675
O -2.918 5.172 1.397
C -2.404 3.121 2.280
C -1.882 3.383 3.549
C -0.790 2.658 3.995
C -0.207 1.730 3.154
N -0.683 1.491 1.915
C -1.789 2.163 1.510
H -5.770 0.534 0.934
H -4.444 1.392 0.084
H -6.112 1.932 -0.073
H -4.555 1.950 2.579
H -6.172 2.566 2.333
H -5.494 5.646 1.536
H -6.613 4.358 1.102
H -4.439 5.577 -0.679
H -6.185 5.666 -0.902
H -5.356 4.126 -1.129
H -2.320 4.162 4.161
H -0.364 2.831 4.973
H 0.682 1.191 3.450
H -2.128 1.972 0.497
C 0.851 -6.272 1.153
As 0.260 -5.010 -0.217
C -1.312 -6.013 -0.822
C 1.454 -5.495 -1.681
O 0.152 -1.602 -0.556
H 1.180 -7.206 0.697
H 0.016 -6.497 1.817
H 1.673 -5.859 1.736
H -1.044 -7.050 -1.028
H -1.708 -5.579 -1.740
H -2.088 -6.013 -0.056
H 1.428 -6.573 -1.839
H 1.131 -4.997 -2.596
H 2.474 -5.192 -1.453
*
```

---

No. 6
ORCA calculation (ωB97M-V with the def2-TZVPD basis set) on a 2-piece molecular cluster, C7H17N overall.

Summary:
* expectation value of S²: 0.753
* maximum force: 0.0059 Eh/bohr
* DFT total energy: -331.588324 Eh
* HOMO (spin up / spin down): 0.7 / -3.6 eV
* relative energy (zero: lowest compared OMol25 entry of this formula, charge and spin): 9.8 kcal per mole

ORCA input file:
```
! wB97M-V def2-TZVPD RIJCOSX def2/J DEFGRID3
* xyz -1 2
C 2.867 1.343 1.166
C 1.370 1.138 0.991
C 0.741 0.394 2.163
C -0.761 0.209 2.009
H 3.088 1.904 2.078
H 3.299 1.888 0.327
H 3.390 0.385 1.227
H 1.177 0.578 0.073
H 0.875 2.107 0.877
H 0.970 0.929 3.093
H 1.221 -0.584 2.248
H -1.265 1.172 1.899
H -1.194 -0.295 2.875
H -0.991 -0.382 1.119
C -2.201 0.285 -2.599
C -1.439 -0.710 -1.741
C -0.275 -2.696 -1.767
N -0.952 -1.807 -2.503
H -2.574 1.131 -2.012
H -1.560 0.664 -3.396
H -3.058 -0.201 -3.069
H -2.093 -1.054 -0.906
H -0.585 -0.194 -1.241
H -0.196 -2.622 -0.675
H 0.146 -3.581 -2.234
*
```